[1]
118
Properties=species:S:1:pos:R:3 method="wB97M-V/def2-TZVPD" molar_mass_g_mol=967.89 orbital_gap_ev=7.58 homo_energy_ev=-10.5 total_charge=+1 e_tot_ha=-4812.089252
Ta 0.1472 -1.2980 0.2714
C -1.3192 -3.7906 1.8743
N -1.0141 -2.3721 2.1723
C -0.1947 -2.3444 3.4033
C -2.3196 -1.7347 2.4611
C -2.2082 -0.2407 2.5135
N -1.7813 0.2761 1.2132
C -1.2835 1.6706 1.3728
C -0.1894 1.8640 2.3800
C -0.2506 2.9667 3.2151
C 0.7956 3.2736 4.0760
C 1.8909 2.4218 4.0672
C 2.0061 1.2789 3.2644
C 0.9199 1.0241 2.4253
O 0.8432 -0.0399 1.5386
C 3.2833 0.4354 3.3244
C 4.3119 0.9861 4.3152
C 3.9375 0.4221 1.9390
C 2.9347 -0.9779 3.7857
C 0.7163 4.5137 4.9665
C 1.9560 4.6729 5.8439
C -0.5137 4.4026 5.8761
C 0.5819 5.7616 4.0837
C -2.8886 0.3112 0.2657
C -2.4169 0.2479 -1.1548
C -3.5366 0.3914 -2.1306
C -3.5171 0.3697 -3.4660
C -2.3744 -0.1063 -4.2813
C -1.4694 -1.0254 -3.9367
C -1.5055 -1.5573 -2.5304
O -1.9049 -2.6771 -2.3096
C -0.4871 -1.6680 -4.9191
C -0.4521 -0.9076 -6.2415
C 0.9180 -1.6621 -4.3132
C -0.8964 -3.1207 -5.2075
C -4.7300 0.8073 -4.2970
C -5.9252 1.2016 -3.4334
C -4.3333 2.0294 -5.1423
C -5.1612 -0.3411 -5.2208
H -1.9253 -4.2076 2.6847
H -0.3967 -4.3588 1.8085
H -1.8645 -3.8729 0.9385
H -0.7434 -2.8195 4.2225
H 0.0486 -1.3209 3.6776
H 0.7329 -2.8847 3.2474
H -2.7025 -2.1185 3.4135
H -3.0190 -2.0604 1.6898
H -1.4654 0.0549 3.2541
H -3.1581 0.2057 2.8345
H -2.1318 2.2937 1.6805
H -0.9618 2.0096 0.3911
H -1.1317 3.5978 3.1758
H 2.7112 2.6474 4.7266
H 4.6750 1.9753 4.0312
H 5.1719 0.3139 4.3244
H 3.9256 1.0363 5.3344
H 4.2871 1.4232 1.6773
H 3.2467 0.1022 1.1638
H 4.7981 -0.2523 1.9329
H 2.5886 -0.9614 4.8228
H 3.8107 -1.6283 3.7297
H 2.1582 -1.4157 3.1712
H 2.0856 3.8300 6.5263
H 1.8566 5.5738 6.4512
H 2.8674 4.7775 5.2520
H -0.4474 3.5232 6.5198
H -1.4373 4.3300 5.2995
H -0.5926 5.2842 6.5152
H 1.4322 5.8573 3.4059
H 0.5409 6.6571 4.7067
H -0.3272 5.7334 3.4809
H -3.5236 1.1878 0.4470
H -3.5176 -0.5699 0.4065
H -4.4610 0.6931 -1.6533
H -2.3973 0.1890 -5.3208
H -0.1437 0.1316 -6.1075
H -1.4175 -0.9213 -6.7501
H 0.2692 -1.3866 -6.9052
H 1.2490 -0.6502 -4.0846
H 1.6300 -2.0984 -5.0165
H 0.9667 -2.2446 -3.3886
H -1.8512 -3.1590 -5.7355
H -0.9930 -3.7120 -4.3013
H -0.1364 -3.5772 -5.8453
H -5.7010 2.0511 -2.7852
H -6.2743 0.3732 -2.8135
H -6.7523 1.4924 -4.0818
H -3.9371 2.8298 -4.5138
H -5.2134 2.4132 -5.6607
H -3.5887 1.7921 -5.9021
H -5.5110 -1.1968 -4.6402
H -4.3490 -0.6829 -5.8626
H -5.9771 -0.0146 -5.8680
Br 2.4032 -3.3268 1.2524
C 3.6152 -2.6729 -0.0473
C 4.8346 -3.2783 -0.0712
C 5.8242 -2.7999 -0.9547
C 5.5490 -1.7191 -1.7331
C 4.2826 -1.0834 -1.6890
C 4.0813 0.0922 -2.4564
C 2.9110 0.7672 -2.3743
C 1.8626 0.2579 -1.5693
C 1.9540 -0.9087 -0.8463
C 3.2403 -1.5721 -0.8596
H 5.0456 -4.1085 0.5878
H 6.7937 -3.2776 -0.9831
H 6.3033 -1.3077 -2.3921
H 4.8953 0.4538 -3.0729
H 2.7650 1.6869 -2.9266
H 0.9639 0.8520 -1.5213
N -1.1533 0.8418 -1.5302
C -1.1798 -0.6252 -1.3723
H -1.2109 1.1210 -2.5101
C 0.1353 -4.2997 -0.9644
O -0.0241 -2.9863 -0.4456
H -0.7860 -4.5641 -1.4757
H 0.3523 -4.9889 -0.1522
H 0.9702 -4.2836 -1.6644

[2]
128
Properties=species:S:1:pos:R:3 method="wB97M-V/def2-TZVPD" molar_mass_g_mol=1140.68 orbital_gap_ev=6.66 homo_energy_ev=-7.1 total_charge=0 e_tot_ha=-7552.367346
Zr -0.1411 1.1320 2.6504
C -1.0977 4.1183 0.5630
Si -0.3010 2.4287 0.2291
C 1.5454 2.8050 -0.1230
C 2.0125 4.1158 0.0386
C 3.3644 4.4181 0.0124
C 4.2948 3.4024 -0.1663
C 3.8560 2.1016 -0.3584
C 2.4931 1.7873 -0.3548
P 1.8356 0.1304 -0.8155
C 2.4359 -0.1370 -2.5553
C 1.6825 0.8042 -3.4991
C 1.9083 0.4153 -4.9593
C 3.3971 0.4035 -5.3054
C 4.1747 -0.4903 -4.3378
C 3.9297 -0.0834 -2.8801
C 2.7340 -1.1352 0.2026
C 2.5555 -2.5079 -0.4641
C 2.9231 -3.6301 0.5061
C 4.3663 -3.4639 0.9754
C 4.5642 -2.0985 1.6338
C 4.1735 -0.9473 0.6981
C -1.0630 2.1597 -1.5137
C -0.6104 3.1150 -2.4393
C -1.1355 3.2224 -3.7142
C -2.1541 2.3607 -4.1100
C -2.6158 1.4078 -3.2188
C -2.0799 1.2910 -1.9294
P -2.6493 0.0370 -0.7426
C -2.8913 -1.5451 -1.6794
C -3.4943 -1.6087 -3.0829
C -3.8576 -3.0674 -3.4267
C -2.8501 -4.0737 -2.8409
C -1.4752 -3.4249 -2.7162
C -1.5248 -2.2722 -1.6976
C -4.3353 0.5619 -0.1953
C -4.1473 1.5894 0.9716
C -5.0349 2.8251 0.8466
C -4.8297 3.4484 -0.5287
C -5.3306 2.5079 -1.6397
C -5.4146 1.0387 -1.1885
H -0.9961 4.7769 -0.3061
H -0.6451 4.6108 1.4267
H -2.1693 3.9977 0.7545
H 1.3073 4.9187 0.2175
H 3.6934 5.4410 0.1539
H 5.3562 3.6216 -0.1625
H 4.5898 1.3236 -0.5170
H 2.0825 -1.1518 -2.7847
H 2.0423 1.8283 -3.3367
H 0.6175 0.7967 -3.2684
H 1.3665 1.1014 -5.6164
H 1.4931 -0.5857 -5.1293
H 3.7897 1.4249 -5.2438
H 3.5446 0.0627 -6.3330
H 5.2443 -0.4463 -4.5588
H 3.8607 -1.5316 -4.4782
H 4.2900 0.9396 -2.7369
H 4.5064 -0.7336 -2.2191
H 2.1233 -1.1589 1.1158
H 3.2082 -2.5778 -1.3425
H 1.5255 -2.6251 -0.8175
H 2.7823 -4.6061 0.0343
H 2.2527 -3.5891 1.3730
H 5.0341 -3.5464 0.1097
H 4.6390 -4.2619 1.6707
H 5.6029 -1.9800 1.9525
H 3.9420 -2.0505 2.5368
H 4.8826 -0.9154 -0.1341
H 4.2495 -0.0020 1.2383
H 0.1834 3.7956 -2.1435
H -0.7575 3.9750 -4.3970
H -2.5904 2.4361 -5.0990
H -3.4123 0.7481 -3.5349
H -3.5704 -2.0970 -1.0145
H -2.7675 -1.2220 -3.8016
H -4.3918 -0.9964 -3.1729
H -3.8986 -3.1758 -4.5129
H -4.8602 -3.2862 -3.0505
H -2.8021 -4.9664 -3.4666
H -3.1766 -4.4034 -1.8495
H -1.1642 -3.0497 -3.6960
H -0.7252 -4.1554 -2.4076
H -0.7317 -1.5513 -1.9233
H -1.3269 -2.6780 -0.7012
H -4.7117 -0.3795 0.2240
H -3.1093 1.9393 0.9936
H -4.3202 1.1023 1.9272
H -4.7747 3.5343 1.6357
H -6.0903 2.5652 0.9889
H -3.7579 3.6317 -0.6640
H -5.3291 4.4162 -0.5977
H -4.6839 2.6065 -2.5073
H -6.3302 2.8102 -1.9615
H -5.4611 0.3842 -2.0620
H -6.3703 0.9006 -0.6732
O -1.9728 2.5015 3.1125
H -1.4379 3.3255 3.1412
H -2.1961 2.3353 4.0457
O -0.1428 -0.7563 1.3826
H -0.8470 -0.7118 0.6977
H -0.1636 -1.6310 1.8090
O -1.1554 1.4559 5.4127
H -0.4442 2.1334 5.3518
H -1.0571 0.9926 6.2505
Se 0.9474 3.1907 3.6367
O 1.9410 0.4126 2.9622
C 1.6275 -0.4445 3.8057
N 0.3165 -0.6664 4.0808
S 0.1432 -2.2337 4.4884
O -0.7439 -2.4107 5.6000
O -0.1401 -2.9981 3.2877
C 1.8411 -2.4646 4.9457
C 2.4328 -3.4747 5.6721
C 3.7924 -3.3396 5.9435
C 4.5139 -2.2340 5.5006
C 3.9016 -1.2294 4.7597
C 2.5543 -1.3661 4.4997
H 1.8699 -4.3345 6.0110
H 4.2944 -4.1080 6.5168
H 5.5647 -2.1511 5.7462
H 4.4457 -0.3622 4.4073
Cl -3.5240 -3.3302 3.8905
C -3.9830 -1.6679 4.2052
Cl -3.8471 -1.2778 5.9059
Cl -5.6290 -1.3705 3.6268
C -3.0546 -0.7850 3.4552
N -2.3457 -0.1070 2.8726

[3]
121
Properties=species:S:1:pos:R:3 method="wB97M-V/def2-TZVPD" molar_mass_g_mol=874.83 orbital_gap_ev=6.53 homo_energy_ev=-4.6 total_charge=-1 e_tot_ha=-2830.124343
C 6.5241 -1.9076 2.1607
C 5.3894 -2.3546 3.0685
O 5.0189 -3.6940 2.8139
C 3.8148 -3.8173 2.0768
C 3.5675 -5.2870 1.7882
O 2.3931 -5.4322 1.0293
C 2.6001 -5.5195 -0.3976
In 2.1653 -3.6753 -1.6045
C 2.0372 -1.7710 -0.4935
C 1.1252 -1.8360 0.7584
C 0.2435 -4.0052 -2.6831
C -0.9165 -4.5507 -1.8186
P -2.1480 -3.3288 -1.3461
O -2.0499 -2.8602 0.0538
O -2.1168 -2.1887 -2.4493
C -1.6074 -0.8942 -2.0638
C -1.4283 -0.0730 -3.3198
O -3.5871 -3.9602 -1.6955
C -4.0237 -5.0112 -0.8233
C -4.8346 -4.4814 0.3627
N 3.6933 -3.6044 -3.1502
C 4.3308 -4.9004 -3.3639
C 4.5548 -2.5491 -2.9882
C 5.7208 -2.6770 -2.0034
O 4.3918 -1.4633 -3.5045
H 7.4514 -2.4358 2.3888
H 6.2580 -2.0712 1.1139
H 6.7031 -0.8352 2.2922
H 4.5270 -1.6881 2.9310
H 5.6854 -2.2780 4.1214
H 3.8845 -3.2695 1.1271
H 2.9688 -3.4186 2.6513
H 4.4355 -5.7141 1.2694
H 3.4445 -5.8353 2.7300
H 3.6162 -5.8803 -0.6103
H 1.9254 -6.3079 -0.7553
H 3.0354 -1.4383 -0.1855
H 1.6736 -0.9977 -1.1777
H 0.4024 -1.0117 0.7711
H 1.7160 -1.7302 1.6744
H 0.5392 -2.7532 0.8404
H 0.4532 -4.6904 -3.5081
H -0.0068 -3.0468 -3.1386
H -1.4576 -5.3256 -2.3782
H -0.5661 -5.0245 -0.8968
H -0.6436 -1.0245 -1.5617
H -2.2984 -0.4297 -1.3559
H -0.6185 -0.4957 -3.9198
H -2.3357 -0.0463 -3.9255
H -1.1371 0.9418 -3.0324
H -3.1628 -5.5895 -0.4700
H -4.6234 -5.6845 -1.4401
H -5.8339 -4.9213 0.3899
H -4.3285 -4.6745 1.3094
H -4.9330 -3.3991 0.2737
H 4.6759 -4.9938 -4.4025
H 5.1821 -5.1149 -2.7038
H 3.5997 -5.7016 -3.2126
H 5.4787 -2.0156 -1.1668
H 5.8890 -3.6837 -1.6266
H 6.6362 -2.2925 -2.4606
C -4.5008 3.5055 0.1498
C -3.8843 2.6124 1.0149
C -2.5640 2.2365 0.8027
C -1.8621 2.7602 -0.2735
C -2.4806 3.6492 -1.1430
C -3.8007 4.0203 -0.9333
H -5.5271 3.8052 0.3211
H -4.4314 2.2080 1.8570
H -2.0835 1.5342 1.4713
H -0.8317 2.4678 -0.4376
H -1.9313 4.0548 -1.9840
H -4.2822 4.7176 -1.6075
C -1.8141 -9.7293 -0.6814
C -2.0393 -8.3953 -0.3710
C -1.0393 -7.6424 0.2300
C 0.1916 -8.2178 0.5146
C 0.4154 -9.5518 0.1992
C -0.5859 -10.3082 -0.3947
H -2.5942 -10.3160 -1.1506
H -2.9949 -7.9413 -0.6029
H -1.2119 -6.6030 0.4779
H 0.9747 -7.6234 0.9709
H 1.3769 -10.0009 0.4142
H -0.4076 -11.3482 -0.6388
C 2.6569 6.7051 -2.0212
C 2.8969 6.0284 -3.2096
C 2.2117 4.8549 -3.4922
C 1.2825 4.3603 -2.5877
C 1.0411 5.0375 -1.4005
C 1.7303 6.2081 -1.1150
H 3.1957 7.6178 -1.7996
H 3.6225 6.4134 -3.9146
H 2.4064 4.3209 -4.4130
H 0.7523 3.4418 -2.8070
H 0.3186 4.6500 -0.6936
H 1.5452 6.7308 -0.1849
C -5.7544 8.6752 2.1395
C -4.9907 8.9288 1.0077
C -4.0863 7.9779 0.5529
C -3.9464 6.7727 1.2275
C -4.7098 6.5199 2.3585
C -5.6132 7.4701 2.8150
H -6.4601 9.4161 2.4936
H -5.1040 9.8661 0.4775
H -3.4937 8.1735 -0.3324
H -3.2469 6.0285 0.8722
H -4.5995 5.5779 2.8805
H -6.2072 7.2719 3.6983
C -0.3804 8.9564 5.1999
C -1.7501 9.0466 4.9902
C -2.2562 9.0759 3.6982
C -1.3913 9.0115 2.6151
C -0.0219 8.9195 2.8236
C 0.4845 8.8933 4.1159
H 0.0130 8.9318 6.2081
H -2.4248 9.0903 5.8359
H -3.3244 9.1416 3.5301
H -1.7862 9.0271 1.6083
H 0.6516 8.8642 1.9776
H 1.5523 8.8205 4.2782